183
Properties=species:S:1:pos:R:3:forces:R:3:lowdin_charge:R:1 method="wB97M-V/def2-TZVPD" e_tot_ha=-3291.3014 e_above_lowest_kcal_mol=194.5 homo_energy_ha=-0.32562 fmax_ev_per_a=3.4
C 35.383920 16.557860 28.131540 -1.2042 0.1147 -0.6989 -0.124
O 36.107610 17.449850 28.926340 0.7522 -0.2562 -0.3344 -0.173
C 36.416790 17.043800 30.238790 -0.1338 0.3716 0.7885 -0.203
C 35.354730 17.570510 31.215530 -0.2701 -0.5020 1.0216 -0.400
C 35.715380 17.345060 32.727490 0.7261 0.2552 -0.2861 -0.056
N 33.990550 17.054080 30.956140 0.5752 -0.2653 -0.0492 0.034
H 34.322920 16.741060 28.301240 -0.2868 -0.4966 0.0614 0.066
H 35.591510 15.491460 28.219820 0.2817 0.0042 0.5891 0.092
H 35.501160 16.778430 27.070540 0.5203 0.3562 0.0321 0.085
H 36.632130 15.981580 30.354650 -0.4241 -0.3228 -0.2712 0.128
H 37.358260 17.538840 30.476860 0.0416 0.1620 0.1233 0.123
H 35.265810 18.623640 30.948870 0.6992 0.4694 0.6171 0.129
H 35.043190 17.759670 33.478730 -0.3596 0.5451 -0.4949 0.064
H 36.698160 17.765780 32.940190 0.0472 0.3735 -0.0937 0.067
H 35.832890 16.333740 33.116720 -0.2308 -0.5535 -0.9211 0.068
H 33.417950 17.562800 31.614490 -0.4007 -0.1141 0.1855 0.061
H 33.744070 17.456870 30.063330 -0.3648 -0.1583 -0.2629 0.042
C 30.287130 19.263110 27.064660 -0.9384 0.5323 0.6934 -0.094
O 30.576370 20.237760 28.077870 1.1522 0.3433 0.3440 -0.193
C 31.710720 21.081310 27.839800 0.2670 0.7717 -1.3146 -0.204
C 31.376710 22.186810 26.817690 0.0012 0.2044 0.0275 -0.444
C 32.535190 23.101930 26.470220 0.7504 0.0366 0.0689 -0.083
N 30.287850 23.071660 27.294480 0.1518 -0.8242 -0.7868 0.049
H 29.550130 19.655530 26.363990 0.2995 0.3199 -0.4389 0.081
H 29.706320 18.502370 27.586230 0.4373 -0.3608 0.0395 0.081
H 31.143560 18.844550 26.536030 0.1678 0.1101 0.2089 0.089
H 32.136020 21.670190 28.652470 -0.9541 -0.5408 1.2033 0.117
H 32.595200 20.525880 27.527850 -0.0875 -0.5631 -0.4539 0.115
H 31.148840 21.661200 25.890380 -0.8101 0.2360 -0.1610 0.127
H 32.227030 23.905290 25.801070 -0.2642 -0.0674 0.1034 0.078
H 33.373060 22.613450 25.972780 -0.0620 -0.3514 0.0073 0.075
H 32.963530 23.566880 27.358160 -0.0660 0.1273 0.2272 0.074
H 29.506060 22.513390 27.606310 -0.1807 -0.0591 0.1159 0.060
H 30.611590 23.598910 28.092790 0.1084 0.0668 0.1528 0.068
C 24.016690 10.900540 27.403070 -1.3611 1.0141 -2.1746 -0.146
O 25.233570 10.572100 27.915360 0.9751 0.4729 1.1668 -0.180
C 25.556430 9.229480 27.966310 1.7930 -1.2106 1.1062 -0.197
C 27.119450 9.140240 28.352440 -0.4451 -0.2590 -0.7552 -0.400
C 27.682540 7.706930 28.410110 -1.1911 -0.0606 -0.8342 -0.068
N 27.416190 9.807010 29.608340 -0.9348 0.9938 0.5046 0.029
H 23.103420 10.367450 27.667350 0.3013 -0.6265 0.6903 0.092
H 24.102830 10.823630 26.319210 -0.3332 -0.2365 -0.4859 0.087
H 23.775230 11.955100 27.536140 0.3824 0.0970 0.5448 0.087
H 24.987310 8.735180 28.753630 -0.1045 -0.0717 0.5987 0.122
H 25.270250 8.629920 27.102170 0.3748 0.3784 -0.7523 0.119
H 27.675810 9.745140 27.636430 -0.1710 -0.3897 -0.6492 0.129
H 27.480030 7.246780 29.377250 0.2962 0.1632 0.0825 0.074
H 28.723560 7.607320 28.102790 0.0597 0.3396 0.4666 0.071
H 27.137360 7.105010 27.683070 -0.0911 -0.2169 -0.1623 0.061
H 26.518850 9.936370 30.053470 -0.3911 -0.7545 0.9511 0.062
H 27.498430 10.791620 29.398860 0.8594 0.4161 -0.2781 0.059
C 32.606730 23.602650 35.840560 -0.3220 1.1875 1.4607 -0.148
O 32.400860 22.507900 35.044670 -0.1352 -1.4734 -1.3176 -0.176
C 31.114640 21.926870 34.862480 -0.9497 0.0752 0.3760 -0.186
C 30.091980 22.764000 34.050880 0.3807 -0.7547 0.1762 -0.447
C 28.798730 22.016990 33.702680 -0.2329 0.8717 0.5081 -0.068
N 30.664410 23.067490 32.765540 0.4149 0.4698 -0.6978 0.027
H 32.103650 23.527860 36.804620 -0.2293 -0.2235 0.2598 0.087
H 32.294350 24.568960 35.444620 -0.2658 0.0480 -0.5638 0.082
H 33.662330 23.727010 36.082120 0.1338 -0.3986 -0.2995 0.089
H 31.237210 20.972850 34.349710 0.5783 0.1966 -0.6838 0.121
H 30.657850 21.515900 35.762780 0.0762 0.7330 0.9273 0.118
H 29.836310 23.723290 34.500890 0.0705 -0.0966 0.4807 0.136
H 28.247070 22.782540 33.157050 -0.1662 -0.3569 -0.4231 0.076
H 28.138000 21.758870 34.530280 0.3597 -0.2881 0.2495 0.073
H 28.995320 21.157390 33.061950 -0.0618 -0.0249 0.0449 0.077
H 31.552410 23.530420 32.896900 0.2172 0.1396 -0.0495 0.069
H 30.889570 22.173250 32.353550 0.1309 -0.1126 -0.4757 0.071
C 36.191320 9.832100 32.584160 1.5171 0.3961 -1.5808 -0.085
O 35.798250 11.101530 31.957160 0.8330 -2.6468 1.9155 -0.173
C 34.573010 11.500580 32.490240 -1.7955 0.5692 -2.0744 -0.230
C 33.388660 11.007880 31.569100 -0.2752 1.2916 -1.3293 -0.373
C 33.240230 11.742300 30.149650 1.3275 0.2144 0.5633 -0.058
N 32.107820 11.222350 32.273800 0.5619 -0.3243 -0.0571 0.015
H 35.485210 9.010920 32.460990 -0.4186 0.3443 0.1580 0.084
H 36.613240 9.874800 33.588280 -0.8669 0.6624 0.4679 0.083
H 37.091660 9.519710 32.055110 -0.0840 -0.0437 -0.5067 0.078
H 34.248860 11.149100 33.469770 0.7972 -0.0738 0.3330 0.113
H 34.678880 12.584890 32.455990 -0.7577 0.2471 0.3309 0.121
H 33.493470 9.941800 31.367630 0.1916 -0.0919 0.2799 0.123
H 33.970620 11.513560 29.373560 0.3153 -0.6094 0.2410 0.061
H 33.432700 12.806850 30.283050 -0.2711 0.2746 0.3342 0.062
H 32.279760 11.662100 29.640570 -0.2592 -0.3754 0.5266 0.064
H 31.843150 12.164910 32.025540 -0.3156 0.2968 0.2228 0.059
H 31.463140 10.639050 31.759750 -0.5291 -0.0555 0.2186 0.065
C 23.372730 20.819650 31.388590 0.3864 1.5815 -1.1434 -0.079
O 23.678110 20.518870 29.994200 -0.4703 -0.8269 0.2505 -0.208
C 23.428950 21.532770 28.987290 0.1793 0.4751 0.7693 -0.177
C 24.543660 22.585900 28.938140 1.3505 -1.0940 -0.0656 -0.464
C 24.425790 23.590150 27.846300 -1.3589 0.9922 0.3856 -0.076
N 25.919780 22.053120 28.805990 -0.4192 -0.7382 1.1374 0.040
H 23.989880 21.694440 31.593430 -0.4281 0.3996 0.5280 0.072
H 23.641620 20.122230 32.181940 0.4693 -0.9227 -0.9816 0.078
H 22.314670 21.008810 31.569760 -0.1297 0.3192 -0.3851 0.081
H 23.272570 21.085720 28.005560 0.4401 -0.6802 0.1239 0.128
H 22.493720 22.074320 29.129290 -0.3012 -0.0309 0.5895 0.117
H 24.577280 23.063090 29.917560 -0.3187 0.3622 -0.0211 0.126
H 24.853590 23.294600 26.888320 -0.0186 -0.1236 0.1982 0.086
H 24.888260 24.499250 28.230720 0.1752 0.0736 -0.5300 0.083
H 23.360410 23.798850 27.748830 -0.1413 0.3546 -0.5361 0.074
H 26.007160 21.550580 29.677710 0.7634 -0.1735 0.4338 0.053
H 25.938130 21.269190 28.169420 -0.1416 -0.0146 -0.7441 0.069
C 23.671600 14.411020 42.461130 1.0385 -1.2590 0.1389 -0.112
O 24.853330 15.013810 41.976420 -0.4017 0.2040 -0.8220 -0.211
C 25.029470 14.662950 40.592680 0.7926 0.3689 -0.2865 -0.202
C 24.408470 15.720930 39.583980 2.0509 -0.8543 -1.4698 -0.363
C 24.675200 15.396560 38.018470 0.1510 -0.4724 2.3807 -0.048
N 24.934070 17.073120 39.954750 -1.8182 -1.0479 0.2216 0.028
H 23.494130 14.724750 43.489810 -0.7601 0.8721 -0.5029 0.094
H 23.881240 13.355740 42.635860 0.1026 -0.5341 -0.2169 0.078
H 22.945820 14.406100 41.647910 -0.8687 0.5868 0.7698 0.087
H 26.115360 14.605570 40.517520 0.1711 0.4712 -0.5487 0.120
H 24.747550 13.624330 40.419790 -0.6438 -0.0757 -0.0744 0.116
H 23.324300 15.686260 39.691120 -0.0142 0.5104 0.2412 0.117
H 24.538850 16.313720 37.445480 -0.2047 -0.2871 -0.0318 0.066
H 24.045840 14.552900 37.735210 -0.4220 0.3744 -0.2945 0.061
H 25.674080 14.989050 37.862710 0.3227 0.4011 0.0942 0.058
H 25.939090 17.135620 40.033030 0.3063 -0.5371 -0.3707 0.066
H 24.630410 16.972230 40.912720 0.2006 1.2760 0.7668 0.047
C 19.739870 15.274840 32.847900 0.5362 -0.6329 -0.9055 -0.110
O 20.311240 14.048930 32.375770 -1.0346 -1.7704 1.0096 -0.201
C 19.749470 12.858000 33.064700 -1.0796 0.1499 -0.8115 -0.160
C 19.561900 11.548400 32.152480 1.7090 1.1416 1.6160 -0.428
C 20.952410 11.006180 32.003690 1.3677 -0.0706 -0.3700 -0.102
N 19.035230 11.616830 30.795720 -0.0902 0.8548 0.9896 0.053
H 20.254230 16.065160 32.301140 0.3910 0.0924 0.3788 0.077
H 19.889730 15.342220 33.925450 -0.3129 0.3775 -0.0183 0.090
H 18.711600 15.377940 32.501310 -0.3925 -0.2464 0.5666 0.082
H 20.269920 12.553040 33.972570 1.2774 0.0646 -0.3624 0.107
H 18.814860 13.030490 33.598420 -0.8004 0.9648 -0.8327 0.102
H 19.061230 10.860710 32.834040 -0.6501 -0.0276 -0.2984 0.130
H 20.902370 9.968870 31.672640 0.4604 0.0080 0.1682 0.083
H 21.621270 11.214850 32.838660 -0.4916 -0.8892 0.7219 0.078
H 21.551550 11.587300 31.302660 -0.4263 0.0073 -0.8871 0.077
H 18.201850 12.187430 30.793800 -0.5376 -0.0626 -0.0493 0.067
H 19.729420 12.242280 30.412290 0.0734 0.0903 -0.9553 0.060
C 27.078210 15.079320 24.135710 0.8231 1.4841 -0.7714 -0.081
O 26.598780 16.464420 24.234110 -0.0528 -2.4303 1.1707 -0.199
C 25.444420 16.555780 25.065430 -1.3413 0.2239 -1.6195 -0.181
C 24.175270 16.038320 24.256290 -0.0228 0.7909 0.3741 -0.445
C 24.148170 16.594900 22.862930 0.9492 0.0461 -1.4719 -0.075
N 22.940960 16.443980 24.880350 -0.6546 0.7048 1.5122 0.015
H 26.428470 14.371010 23.621670 -0.4763 0.2857 0.0952 0.078
H 27.421970 14.647090 25.075450 -0.2905 0.2676 0.3125 0.083
H 27.957110 15.208730 23.504130 0.0852 -0.2922 0.0060 0.084
H 25.429140 15.990960 25.997550 0.7646 -0.1542 0.1768 0.113
H 25.396240 17.621740 25.287910 -0.5280 -0.0279 0.0630 0.124
H 24.195430 14.948880 24.284910 0.5243 -0.2905 -0.5314 0.122
H 24.981630 16.167190 22.305690 -0.0682 -0.1058 -0.2462 0.071
H 24.293450 17.668800 22.745830 0.1737 0.1913 0.8255 0.086
H 23.243200 16.454790 22.271740 -0.2450 -0.6738 0.3574 0.075
H 22.879750 16.103380 25.829210 0.1259 0.0782 0.3656 0.065
H 22.100350 16.078130 24.456540 0.2123 -0.0998 -0.5730 0.069
O 32.795110 14.560610 38.491310 0.7259 0.5133 -0.6617 -0.086
C 32.602490 14.882680 37.082090 -0.5669 -0.6658 1.9922 -0.215
C 31.297630 14.209630 36.716650 0.4070 -1.2621 -2.8627 -0.220
O 31.431230 12.763370 36.499690 -0.2830 0.7930 1.5786 -0.080
H 32.082650 15.000130 38.961230 -0.0071 -0.0118 0.1402 0.070
H 32.542660 15.961430 36.937770 -0.1221 0.1798 0.0030 0.108
H 33.489530 14.533430 36.553610 -0.3060 -0.2947 -0.0628 0.121
H 30.950060 14.646700 35.780570 -0.1580 0.1318 -0.2555 0.106
H 30.487030 14.392310 37.422100 0.3287 -0.2349 0.3531 0.116
H 31.585690 12.441420 35.608570 -0.0063 0.8116 -0.2865 0.069
O 19.376710 18.518470 27.360320 0.8561 0.1932 -0.5377 -0.068
C 18.456480 17.789490 28.124840 0.8608 -0.6251 0.2959 -0.240
C 18.732400 16.255850 28.186510 -0.8569 0.1029 1.2198 -0.241
O 20.028590 15.846730 28.542520 1.6097 0.3386 -1.0235 -0.071
H 19.746770 17.966810 26.667270 0.0873 -0.0414 -0.0901 0.082
H 18.610300 18.171330 29.134120 -0.5123 0.0854 0.1808 0.112
H 17.484280 18.064270 27.715680 -0.4972 -0.6209 0.5060 0.115
H 18.433350 15.746970 27.270150 0.2220 0.0223 -0.0889 0.118
H 18.218480 15.805100 29.035520 -1.5659 0.3775 -0.4218 0.110
H 20.169460 15.907910 29.490160 -0.1544 0.1282 -0.0288 0.076
O 27.748410 14.358370 29.850800 -1.0702 -1.0888 -1.8173 -0.036
C 27.694340 14.923520 31.088890 0.9469 1.4432 1.6825 -0.303
C 26.796330 16.135530 31.271850 -0.6463 0.8178 -0.4632 -0.230
O 25.407790 15.839610 31.065040 0.3395 -1.4253 -0.2532 -0.072
H 26.857320 14.209340 29.526230 -0.2455 -0.1838 -0.0946 0.088
H 27.592320 14.256240 31.944710 -0.1786 -0.5827 -0.1808 0.119
H 28.703590 15.335210 31.083200 0.1859 0.2947 1.1729 0.123
H 27.213550 16.857550 30.569920 -0.5453 0.3843 -0.2969 0.113
H 26.884890 16.573770 32.265940 0.4283 -0.2215 0.1918 0.114
H 24.765630 16.532160 30.892980 0.7764 0.5589 0.0209 0.082